C47H58BaFN3O3 as an isolated structure at a distorted geometry. Source: OMol25; level of theory: ωB97M-V with the def2-TZVPD basis set.

Cartesian coordinates (Å):
1 Ba 0.1939 -0.7094 -0.4256
2 C -0.0373 -4.9307 1.6249
3 C 1.2214 -4.1130 1.7758
4 C 2.2290 -4.2002 0.8106
5 C 2.1464 -5.2534 -0.2667
6 C 3.3253 -3.3367 0.8692
7 C 4.3937 -3.4547 -0.1893
8 C 3.4435 -2.4118 1.9142
9 C 4.5790 -1.4251 1.8904
10 C 2.5146 -2.4370 2.9575
11 C 2.6497 -1.5877 4.1887
12 C 1.4042 -3.2867 2.8846
13 C 0.4401 -3.3114 4.0402
14 H 0.0229 -5.8565 2.1994
15 H -0.2129 -5.1849 0.5834
16 H -0.9019 -4.3692 1.9729
17 H 3.1358 -5.5312 -0.6141
18 H 1.5712 -4.9019 -1.1252
19 H 1.6762 -6.1552 0.1162
20 H 4.9626 -4.3737 -0.0383
21 H 5.0979 -2.6331 -0.1531
22 H 3.9564 -3.4822 -1.1858
23 H 5.5267 -1.9114 2.1268
24 H 4.4123 -0.6086 2.5812
25 H 4.6520 -0.9726 0.9031
26 H 2.7324 -2.2204 5.0738
27 H 1.7693 -0.9582 4.3034
28 H 3.5125 -0.9361 4.1612
29 H 0.9817 -3.4747 4.9706
30 H -0.2970 -4.1006 3.9476
31 H -0.0815 -2.3600 4.1303
32 C -5.1939 -3.6739 -0.2991
33 C -4.7577 -2.3847 -1.0025
34 C -5.7359 -2.0419 -2.1304
35 C -4.6381 -1.2509 -0.0050
36 C -5.7691 -0.9059 0.7235
37 C -5.7201 0.0475 1.7173
38 C -4.5060 0.6213 2.0423
39 C -3.3523 0.3127 1.3397
40 C -2.0275 0.8743 1.7931
41 C -2.0901 2.3115 2.3069
42 C -1.4773 -0.0393 2.8918
43 C -3.4224 -0.5869 0.2589
44 N -2.2905 -0.8052 -0.5401
45 C -2.4803 -0.7587 -1.8274
46 C -1.5717 -1.0069 -2.8584
47 C -1.9375 -1.0001 -4.2211
48 C -0.7877 -1.2448 -4.9367
49 C 0.2453 -1.3981 -3.9936
50 N -0.2272 -1.2681 -2.7484
51 C 1.7053 -1.6603 -4.2718
52 C 2.5475 -0.5035 -3.7167
53 C 1.9446 -1.7596 -5.7823
54 C 2.1389 -2.9721 -3.6051
55 H -5.2831 -4.4783 -1.0269
56 H -6.1534 -3.5540 0.1973
57 H -4.4557 -3.9633 0.4453
58 H -3.7776 -2.5818 -1.4464
59 H -6.7482 -1.9343 -1.7477
60 H -5.7328 -2.8287 -2.8822
61 H -5.4612 -1.1089 -2.6185
62 H -6.7094 -1.3934 0.5114
63 H -6.6165 0.3280 2.2508
64 H -4.4668 1.3257 2.8574
65 H -1.3335 0.8566 0.9551
66 H -2.6256 2.3607 3.2529
67 H -2.5779 2.9697 1.5889
68 H -1.0774 2.6750 2.4803
69 H -2.0940 0.0441 3.7863
70 H -0.4566 0.2469 3.1358
71 H -1.4838 -1.0781 2.5618
72 H -3.4656 -0.4555 -2.1919
73 H -2.9325 -0.8680 -4.6045
74 H -0.7072 -1.2804 -6.0062
75 H 2.1863 0.4445 -4.1105
76 H 3.5890 -0.6263 -4.0083
77 H 2.4884 -0.4715 -2.6273
78 H 1.6352 -0.8438 -6.2781
79 H 1.3875 -2.5900 -6.2067
80 H 3.0009 -1.9174 -5.9863
81 H 2.0016 -2.9068 -2.5255
82 H 3.1883 -3.1675 -3.8188
83 H 1.5511 -3.8067 -3.9829
84 C 3.4072 6.4239 0.9204
85 C 2.1141 6.0873 1.6643
86 C 1.1213 7.2480 1.6805
87 C 0.6408 7.5613 0.2704
88 C 0.1213 6.3095 -0.3747
89 C -0.8308 6.3869 -1.3670
90 C -1.3207 5.2290 -1.9640
91 F -2.2742 5.3435 -2.9097
92 C -0.8571 3.9904 -1.6076
93 C 0.1039 3.8870 -0.5976
94 C 0.5862 2.5513 -0.2366
95 O 0.2357 1.5655 -0.9045
96 C 1.4507 2.5198 0.9008
97 C 1.8624 3.6863 1.4677
98 N 1.4951 4.9153 1.0614
99 C 0.5888 5.0452 0.0402
100 C 1.9606 1.2030 1.5202
101 O 2.7586 1.3022 2.4417
102 O 1.4888 0.1542 1.0239
103 H 3.8336 7.3450 1.3074
104 H 3.2187 6.5347 -0.1434
105 H 4.1354 5.6281 1.0518
106 H 2.3664 5.8206 2.6955
107 H 1.6040 8.1156 2.1275
108 H 0.2606 6.9817 2.2980
109 H 1.4639 7.9652 -0.3253
110 H -0.1405 8.3232 0.2976
111 H -1.2186 7.3441 -1.6798
112 H -1.2078 3.0838 -2.0782
113 H 2.5435 3.6375 2.3050

## Properties
Kohn-Sham gap (eV): 6.89
Max |F| (eV/A): 4.43
Energy above the lowest of the compared OMol25 structures with the same formula, charge and spin (kcal per mole): 55.5
Lowest unoccupied orbital energy (eV): -0.221
HOMO (eV): -7.1

=====

A 2-piece molecular cluster, C4H8O overall at a distorted geometry. Source: OMol25; level of theory: ωB97M-V with the def2-TZVPD basis set.

Cartesian coordinates (Å):
1 C -3.0159 1.2831 0.1296
2 C -2.0866 0.5495 0.7866
3 C -1.9155 -0.8389 0.4030
4 C -1.0369 -1.7021 0.9116
5 H -3.6509 0.7264 -0.5475
6 H -3.0646 2.3590 0.1993
7 H -1.5539 1.0585 1.5813
8 H -2.7200 -1.1312 -0.2634
9 H -0.9175 -2.7100 0.5531
10 H -0.3435 -1.3400 1.6606
11 H 6.7157 0.2374 -2.4905
12 H 6.7652 0.5252 -1.0383
13 O 6.8245 0.9831 -1.8854

## Properties
Kohn-Sham gap (eV): 9.91
Max |F| (eV/A): 1.96
Energy above the lowest of the compared OMol25 structures with the same formula, charge and spin (kcal per mole): 37.1
Lowest unoccupied orbital energy (eV): 1.048
HOMO (eV): -8.9